No. 1
{
  "formula": "C44H60N3P2PbS",
  "method": "wB97M-V/def2-TZVPD",
  "symbols": ["Pb", "C", "C", "C", "C", "C", "C", "C", "C", "C", "C", "H", "H", "H", "H", "H", "H", "H", "H", "H", "H", "H", "H", "H", "H", "H", "N", "C", "C", "C", "C", "C", "C", "P", "C", "C", "C", "C", "C", "C", "C", "C", "C", "C", "C", "C", "H", "H", "H", "H", "H", "H", "H", "H", "H", "H", "H", "H", "H", "H", "H", "H", "C", "N", "C", "N", "S", "H", "H", "H", "H", "H", "H", "C", "C", "C", "C", "P", "C", "C", "C", "C", "C", "C", "C", "C", "C", "C", "H", "H", "H", "H", "H", "H", "H", "H", "H", "H", "H", "H", "H", "H", "H", "H", "H", "H", "H", "H", "H", "H", "H"],
  "coordinates": [[-0.390, -0.051, -0.237], [-3.907, 0.163, 0.586], [-3.712, 1.445, 0.919], [-3.381, 1.438, 2.354], [-3.279, 0.093, 2.876], [-3.627, -0.717, 1.856], [-3.827, -2.177, 1.865], [-2.930, -0.246, 4.292], [-3.218, 2.631, 3.155], [-3.878, 2.679, 0.089], [-4.481, -0.384, -0.663], [-3.487, -2.641, 0.937], [-4.902, -2.387, 1.939], [-3.345, -2.652, 2.717], [-2.067, 0.328, 4.634], [-2.696, -1.303, 4.398], [-3.760, -0.026, 4.967], [-2.137, 2.876, 3.130], [-3.474, 2.467, 4.201], [-3.737, 3.494, 2.740], [-3.061, 3.382, 0.266], [-4.810, 3.197, 0.329], [-3.899, 2.440, -0.973], [-4.100, -1.382, -0.889], [-4.305, 0.274, -1.512], [-5.567, -0.478, -0.539], [2.039, 0.463, -0.644], [2.730, 1.711, -0.314], [4.118, 1.669, -0.218], [4.828, 2.821, 0.058], [4.153, 4.025, 0.239], [2.775, 4.059, 0.162], [2.042, 2.900, -0.111], [0.217, 2.971, -0.216], [-0.206, 3.878, 1.314], [-1.110, 4.936, 1.387], [-1.319, 5.602, 2.591], [-0.644, 5.208, 3.736], [0.217, 4.116, 3.688], [0.429, 3.453, 2.488], [-0.027, 4.063, -1.654], [-0.100, 3.434, -2.896], [-0.159, 4.181, -4.063], [-0.148, 5.567, -4.000], [-0.060, 6.201, -2.769], [0.003, 5.457, -1.599], [2.533, -0.298, -0.179], [2.166, 0.274, -1.638], [4.641, 0.729, -0.364], [5.906, 2.786, 0.132], [4.707, 4.933, 0.440], [2.255, 4.996, 0.322], [-1.659, 5.256, 0.510], [-2.005, 6.439, 2.627], [-0.783, 5.749, 4.662], [0.736, 3.793, 4.581], [1.124, 2.620, 2.457], [-0.104, 2.351, -2.956], [-0.218, 3.682, -5.022], [-0.204, 6.152, -4.909], [-0.029, 7.281, -2.716], [0.104, 5.979, -0.658], [0.232, -2.821, -5.509], [-0.008, -1.762, -4.523], [-1.116, -1.517, -3.853], [-2.186, -2.291, -3.984], [-1.220, -0.099, -2.839], [0.720, -2.386, -6.377], [-0.696, -3.272, -5.844], [0.871, -3.596, -5.087], [0.733, -1.092, -4.387], [-2.237, -3.033, -4.664], [-3.047, -1.996, -3.557], [-0.657, -4.001, -1.402], [0.133, -4.311, -0.125], [-0.864, -4.744, 0.955], [1.126, -5.442, -0.406], [1.011, -2.706, 0.348], [2.515, -2.746, -0.692], [2.358, -2.301, -2.010], [3.415, -2.318, -2.908], [4.663, -2.771, -2.498], [4.835, -3.215, -1.196], [3.771, -3.207, -0.301], [1.479, -2.628, 2.156], [2.151, -3.867, 2.759], [0.186, -2.335, 2.943], [2.394, -1.401, 2.302], [-1.155, -4.912, -1.744], [-0.005, -3.659, -2.208], [-1.427, -3.242, -1.224], [-1.471, -5.560, 0.556], [-1.543, -3.934, 1.230], [-0.379, -5.116, 1.855], [0.567, -6.365, -0.582], [1.802, -5.621, 0.431], [1.729, -5.244, -1.292], [1.386, -1.932, -2.326], [3.281, -1.976, -3.928], [5.496, -2.777, -3.190], [5.802, -3.580, -0.874], [3.938, -3.575, 0.698], [1.611, -4.786, 2.545], [2.176, -3.752, 3.846], [3.180, -3.993, 2.435], [-0.424, -3.225, 3.079], [-0.427, -1.562, 2.465], [0.457, -1.971, 3.937], [3.309, -1.484, 1.713], [2.689, -1.298, 3.348], [1.874, -0.476, 2.022]],
  "atomic_forces_ev_per_a": [[0.251, 0.035, 0.266], [-0.317, -0.242, 0.175], [0.240, 0.185, 0.076], [0.006, -0.016, -0.094], [0.172, 0.107, 0.013], [-0.111, -0.023, -0.233], [-0.019, 0.020, -0.006], [-0.068, 0.067, -0.055], [-0.199, 0.107, 0.101], [-0.007, -0.013, 0.135], [0.067, -0.080, 0.022], [-0.001, 0.010, 0.022], [0.021, 0.003, -0.039], [-0.007, 0.008, -0.006], [0.006, -0.012, -0.007], [0.003, -0.006, -0.008], [0.006, -0.001, -0.004], [0.042, -0.034, -0.039], [0.053, 0.018, 0.000], [0.043, 0.013, -0.004], [-0.015, -0.035, -0.015], [0.007, -0.018, -0.007], [0.002, -0.007, 0.007], [0.005, 0.025, -0.003], [0.004, 0.008, 0.006], [0.026, -0.035, 0.002], [-0.155, 0.040, -0.069], [0.010, -0.012, 0.086], [-0.018, -0.059, 0.007], [0.005, 0.072, 0.031], [0.021, -0.002, -0.006], [0.040, -0.023, 0.012], [-0.189, -0.089, 0.072], [0.095, 0.138, -0.278], [0.081, -0.115, 0.023], [-0.119, -0.034, -0.016], [-0.046, -0.037, -0.055], [0.022, -0.027, 0.037], [-0.037, -0.032, 0.010], [-0.017, 0.034, -0.017], [-0.024, 0.043, 0.139], [-0.087, -0.050, -0.012], [-0.005, -0.005, 0.004], [-0.015, -0.030, -0.004], [0.006, -0.001, 0.064], [0.079, 0.010, -0.062], [0.007, -0.035, -0.089], [-0.003, 0.013, 0.006], [-0.008, 0.015, -0.024], [-0.004, 0.001, -0.013], [-0.008, -0.018, 0.018], [-0.005, -0.011, -0.010], [0.083, 0.051, -0.043], [0.025, -0.001, -0.012], [-0.014, -0.019, -0.005], [0.001, 0.018, -0.014], [0.054, 0.051, 0.006], [-0.013, 0.054, -0.016], [-0.001, 0.002, 0.008], [0.018, -0.006, 0.015], [-0.018, -0.018, -0.003], [-0.006, -0.010, 0.043], [0.028, 0.016, 0.085], [0.071, -0.055, -0.135], [0.002, -0.047, 0.151], [-0.021, 0.060, -0.030], [0.025, 0.015, -0.150], [0.004, 0.011, -0.005], [-0.019, 0.033, -0.029], [-0.020, -0.011, 0.029], [-0.049, 0.039, -0.018], [0.002, -0.020, 0.009], [0.021, -0.001, 0.018], [0.018, -0.029, -0.004], [0.044, 0.055, 0.085], [-0.037, 0.024, -0.060], [-0.023, -0.026, 0.049], [-0.045, -0.210, -0.242], [-0.007, 0.051, 0.017], [0.005, 0.002, -0.008], [0.002, -0.010, 0.025], [-0.026, 0.015, -0.022], [0.004, -0.001, 0.033], [0.018, -0.021, -0.054], [-0.033, 0.061, -0.051], [-0.006, 0.058, 0.089], [0.052, 0.005, 0.059], [-0.004, -0.041, 0.031], [0.005, 0.015, 0.010], [-0.016, -0.009, 0.002], [0.026, -0.001, -0.015], [0.020, 0.009, 0.010], [0.005, -0.009, 0.008], [0.017, 0.027, 0.003], [0.015, 0.021, -0.002], [-0.015, -0.004, -0.005], [0.016, 0.017, 0.003], [0.023, -0.007, -0.005], [-0.010, 0.006, 0.010], [-0.020, -0.018, 0.007], [-0.019, 0.011, 0.009], [0.002, -0.016, 0.031], [-0.021, -0.004, -0.004], [0.011, 0.001, -0.025], [0.014, -0.014, -0.029], [-0.015, 0.008, -0.026], [0.001, -0.002, 0.022], [0.001, -0.020, -0.026], [-0.004, 0.013, 0.011], [-0.020, 0.016, -0.016], [0.018, -0.004, 0.021]],
  "homo_ev": -15.017,
  "e_lumo_ev": -9.971,
  "homo_lumo_gap_ev": 5.046,
  "charge": 3
}


No. 2
{
  "formula": "C29H44BF4LiO13",
  "method": "wB97M-V/def2-TZVPD",
  "symbols": ["Li", "B", "F", "F", "F", "F", "C", "O", "H", "H", "H", "H", "C", "O", "H", "H", "H", "H", "C", "O", "H", "H", "H", "H", "C", "O", "H", "H", "H", "H", "C", "O", "H", "H", "H", "H", "C", "C", "C", "C", "C", "C", "O", "O", "H", "H", "H", "H", "H", "H", "C", "C", "C", "C", "C", "C", "O", "O", "H", "H", "H", "H", "H", "H", "C", "C", "C", "C", "C", "C", "O", "O", "H", "H", "H", "H", "H", "H", "C", "C", "C", "C", "C", "C", "O", "O", "H", "H", "H", "H", "H", "H"],
  "coordinates": [[0.651, -3.553, 0.201], [0.836, -0.323, -0.751], [0.722, -1.612, -0.274], [1.310, 0.469, 0.253], [1.684, -0.397, -1.840], [-0.485, -0.003, -1.149], [3.274, -3.809, -0.919], [2.613, -4.479, 0.164], [3.358, -2.678, -0.852], [2.865, -4.123, -1.761], [4.312, -3.959, -1.042], [3.040, -5.231, 0.333], [0.374, -2.761, 3.101], [-0.318, -3.027, 1.969], [0.709, -1.828, 3.334], [1.025, -3.633, 3.335], [-0.288, -2.945, 4.011], [-1.140, -3.408, 2.149], [4.378, 1.713, -2.335], [4.746, 2.880, -2.983], [3.771, 1.835, -1.481], [5.191, 1.249, -1.765], [3.894, 0.901, -3.102], [5.225, 2.725, -3.831], [1.126, 1.803, -4.718], [1.126, 0.402, -4.465], [1.973, 2.131, -5.317], [1.097, 2.374, -3.749], [0.074, 1.917, -4.945], [1.383, 0.136, -3.618], [-1.764, -3.443, -1.412], [-0.925, -4.573, -0.875], [-2.569, -3.989, -1.708], [-1.464, -3.062, -2.193], [-1.898, -2.872, -0.745], [-1.514, -5.021, -0.443], [6.377, -1.549, 2.274], [5.851, -0.468, 1.753], [4.426, -0.375, 1.568], [3.571, -1.431, 1.969], [4.165, -2.609, 2.343], [5.518, -2.645, 2.470], [6.092, -3.816, 2.904], [3.802, 0.680, 1.045], [7.256, -1.537, 2.721], [6.352, 0.383, 1.480], [2.609, -1.384, 1.773], [3.764, -3.582, 2.588], [7.017, -3.708, 2.951], [2.897, 0.542, 0.669], [-4.794, 0.648, 3.211], [-4.929, 0.256, 1.824], [-3.897, -0.321, 1.090], [-2.706, -0.464, 1.829], [-2.581, -0.239, 3.177], [-3.572, 0.458, 3.909], [-3.387, 0.841, 5.194], [-3.958, -0.401, -0.247], [-5.642, 1.140, 3.585], [-5.760, 0.670, 1.218], [-1.720, -0.684, 1.282], [-1.639, -0.471, 3.682], [-2.459, 0.843, 5.466], [-3.302, -0.344, -0.687], [-0.159, 5.126, 1.398], [-1.044, 5.623, 2.402], [-2.096, 4.946, 2.972], [-2.066, 3.546, 2.723], [-1.196, 2.996, 1.784], [-0.189, 3.781, 1.169], [0.759, 3.242, 0.393], [-2.953, 5.517, 3.928], [0.588, 5.616, 0.945], [-0.857, 6.716, 2.552], [-2.923, 2.984, 3.143], [-1.299, 1.906, 1.555], [0.553, 2.410, 0.154], [-3.314, 4.981, 4.523], [-3.164, -0.170, -4.664], [-2.381, 0.241, -3.600], [-2.952, 1.253, -2.782], [-4.271, 1.647, -2.936], [-4.991, 1.240, -4.064], [-4.426, 0.369, -4.971], [-5.073, -0.116, -6.016], [-2.351, 1.522, -1.574], [-2.667, -0.987, -5.208], [-1.296, 0.053, -3.426], [-4.730, 2.328, -2.185], [-5.979, 1.418, -4.164], [-5.691, 0.514, -6.458], [-1.589, 1.071, -1.249]],
  "atomic_forces_ev_per_a": [[-0.015, 0.103, -0.005], [-0.566, -0.774, -1.403], [0.004, -2.350, 1.090], [-0.087, 1.001, 0.515], [0.284, 0.570, -0.185], [0.799, 0.150, 0.277], [1.605, 2.928, 2.789], [-2.591, 5.387, -1.016], [-1.267, -1.217, 0.386], [-2.149, -0.939, -4.025], [1.399, -1.195, 0.604], [2.538, -4.650, 1.189], [-1.216, -4.625, 4.752], [0.882, 0.823, -3.398], [1.468, 2.693, -0.608], [0.801, 1.109, -0.489], [0.100, 0.441, -0.899], [-1.910, -0.655, 0.502], [0.167, -3.365, -1.855], [0.400, 1.056, -0.986], [-1.668, 1.061, 0.342], [0.712, -0.345, -0.771], [1.021, 1.809, 1.997], [-0.652, -0.210, 1.271], [-1.140, -0.338, 3.013], [-0.115, -0.233, -2.414], [-0.541, 0.071, -0.432], [0.794, -0.378, -0.568], [0.109, 0.969, -1.689], [0.848, -0.088, 2.068], [0.629, -11.745, -0.525], [5.686, 5.625, -4.055], [-3.088, -0.829, -0.602], [4.190, 3.771, -7.669], [-2.140, 8.064, 9.069], [-5.004, -4.460, 3.984], [-3.788, -2.786, -0.143], [-4.685, 2.295, -1.339], [-1.040, -2.087, 0.566], [5.316, 0.289, -0.291], [0.881, -1.060, 0.428], [1.928, 0.025, 0.633], [-1.724, -0.772, 0.152], [0.444, 1.879, -0.932], [4.441, -0.242, 1.321], [1.546, 1.951, -0.363], [-4.629, 0.492, -0.661], [-0.982, 0.231, -0.066], [1.594, 0.139, 0.054], [1.042, -0.272, 0.745], [1.539, -1.049, -1.808], [-0.163, 0.947, 0.558], [1.464, 1.616, 1.759], [1.778, -1.161, -1.930], [-0.193, 1.087, 1.131], [-0.754, -1.398, -1.878], [-0.438, 0.318, 0.475], [-14.745, -1.913, 8.466], [-0.735, 0.686, 0.928], [0.214, -0.608, 0.751], [-1.630, -0.121, 0.659], [-0.110, 0.221, -0.247], [-0.181, -0.129, -0.429], [13.862, 1.418, -8.434], [-3.341, -2.381, 3.151], [0.946, 3.092, -1.471], [0.888, -1.867, 1.224], [-1.504, 0.698, -0.539], [-0.042, -0.684, 0.335], [-1.417, -0.851, 0.668], [1.576, 4.166, 0.415], [3.139, 4.132, -5.042], [2.398, 2.398, -1.293], [-0.692, -0.954, 0.382], [0.825, -0.089, -0.288], [0.255, 1.054, 0.197], [-1.008, -4.550, -1.162], [-2.003, -4.066, 3.438], [1.452, -0.961, -0.543], [-0.502, 2.323, 0.370], [0.782, -2.192, 1.445], [-0.226, 1.054, -0.003], [3.062, -0.677, 0.700], [1.695, 0.010, 2.072], [-1.721, -0.419, -2.632], [-2.136, 2.596, -0.002], [-0.818, 0.493, -0.538], [-1.147, -0.570, -0.424], [0.437, -0.712, -0.598], [-3.121, 1.079, -0.281], [0.829, -0.595, 0.914], [0.854, -0.762, -0.857]],
  "de_lowest_kcal_mol": 0.0,
  "homo_ev": -7.517,
  "e_lumo_ev": -0.616,
  "homo_lumo_gap_ev": 6.902,
  "charge": 0
}


No. 3
{
  "formula": "C4H17N3O3",
  "method": "wB97M-V/def2-TZVPD",
  "symbols": ["N", "C", "N", "C", "C", "N", "C", "O", "H", "H", "H", "H", "H", "H", "H", "H", "H", "H", "H", "H", "H", "O", "H", "H", "O", "H", "H"],
  "coordinates": [[0.030, -0.495, -2.200], [0.898, -1.064, -1.174], [0.342, -1.440, 0.086], [0.462, -0.578, 1.322], [-0.873, -0.010, 1.700], [-1.441, 0.893, 0.635], [-0.793, 2.152, 0.419], [0.470, 2.176, -0.274], [-0.849, -0.931, -2.436], [-0.077, 0.504, -2.013], [1.852, -0.501, -1.188], [1.349, -1.965, -1.680], [-0.538, -1.929, 0.005], [1.230, 0.159, 1.123], [0.917, -1.310, 2.000], [-0.851, 0.655, 2.561], [-1.690, -0.740, 1.748], [-1.532, 0.384, -0.234], [-0.581, 2.705, 1.345], [-1.356, 2.822, -0.307], [1.050, 1.471, 0.031], [3.272, 0.499, 0.342], [3.623, 0.078, 1.134], [3.976, 1.123, 0.127], [-2.624, -1.700, -1.157], [-3.414, -2.183, -0.893], [-2.852, -0.775, -1.021]],
  "atomic_forces_ev_per_a": [[0.588, 1.660, 0.170], [0.820, -1.675, -2.317], [0.628, 0.897, 0.986], [0.302, -2.404, -1.627], [-1.211, 1.638, -1.348], [0.521, 0.287, 0.431], [0.214, 1.251, -1.226], [0.279, -0.543, -0.451], [0.156, -0.331, 0.419], [-0.271, -0.374, -0.324], [-0.993, 0.385, 0.943], [-0.791, 0.091, 0.579], [0.025, 0.129, -0.025], [-0.107, 0.161, 0.192], [-0.422, 0.646, 0.833], [0.055, -0.446, 0.494], [0.630, -0.317, 0.713], [0.295, 0.061, -0.056], [-0.725, -0.388, 0.183], [-0.034, -0.897, 1.281], [0.089, 0.130, 0.082], [0.584, 0.263, 0.227], [-0.198, -0.208, 0.040], [-0.177, 0.095, -0.235], [-0.139, -0.073, 0.082], [-0.005, -0.039, -0.040], [-0.113, 0.000, -0.006]],
  "de_lowest_kcal_mol": 44.0,
  "homo_ev": -7.966,
  "e_lumo_ev": 0.469,
  "homo_lumo_gap_ev": 8.436,
  "smiles": "NCNCCNCO.O.O",
  "charge": 0
}